C46H41NNiO2P3 as an isolated structure at a distorted geometry. Source: the Open Molecules 2025 dataset; level of theory: ωB97M-V/def2-TZVPD.

Calculated values
- Max |F|: 0.0372 hartree/bohr
- HOMO level (spin up / spin down): -10.019 / -10.018 eV
- Kohn-Sham gap (spin up / spin down): 0.2764 / 0.2284 hartree

ORCA input file:
```
! wB97M-V def2-TZVPD RIJCOSX def2/J DEFGRID3
* xyz 1 3
Ni 0.847 0.296 -1.019
O 5.008 -0.073 -0.227
C 3.926 0.442 -0.368
O 2.937 -0.078 -0.984
C 3.623 1.865 0.208
P 1.828 2.028 -0.022
C 1.160 3.022 1.333
C 1.933 3.716 2.184
C 1.435 4.204 3.450
C 0.236 3.842 3.915
C -0.718 3.041 3.098
C -0.281 2.731 1.648
C 1.531 2.741 -1.678
C 2.473 2.640 -2.704
C 2.127 3.036 -3.985
C 0.852 3.505 -4.264
C -0.094 3.586 -3.253
C 0.243 3.200 -1.972
H 4.185 2.639 -0.319
H 3.880 1.903 1.267
H 2.970 3.909 1.954
H 2.099 4.825 4.036
H -0.092 4.137 4.901
H -1.703 3.512 3.146
H -0.922 3.198 0.894
H 3.462 2.243 -2.518
H 2.861 2.966 -4.775
H 0.587 3.790 -5.272
H -1.096 3.928 -3.465
H -0.498 3.244 -1.186
C -0.384 -2.998 -0.540
N -1.582 -2.387 -0.070
C -2.125 -1.368 -0.907
P -1.358 0.365 -0.674
C -1.713 0.690 1.089
C -2.915 0.502 1.652
C -3.138 0.690 3.068
C -2.168 1.099 3.889
C -0.834 1.512 3.383
C -0.566 1.227 1.885
C -2.678 1.285 -1.529
C -3.069 0.879 -2.801
C -4.112 1.519 -3.445
C -4.759 2.583 -2.840
C -4.352 3.015 -1.588
C -3.309 2.377 -0.941
C -2.223 -2.809 1.092
C -3.609 -2.693 1.245
C -4.235 -3.132 2.393
C -3.507 -3.716 3.416
C -2.139 -3.862 3.266
C -1.503 -3.417 2.125
P 1.179 -1.876 -0.561
C 1.838 -2.350 -2.184
C 2.442 -3.564 -2.487
C 2.947 -3.773 -3.761
C 2.832 -2.794 -4.733
C 2.199 -1.595 -4.443
C 1.702 -1.380 -3.174
C 2.278 -2.475 0.737
C 1.848 -2.303 2.054
C 2.645 -2.714 3.102
C 3.883 -3.285 2.849
C 4.340 -3.391 1.545
C 3.555 -2.968 0.489
H -0.517 -3.270 -1.597
H -0.166 -3.904 0.024
H -3.195 -1.244 -0.740
H -1.968 -1.629 -1.961
H -3.756 0.180 1.059
H -4.119 0.444 3.447
H -2.335 1.200 4.950
H -0.034 1.158 4.035
H 0.320 0.604 1.689
H -2.566 0.055 -3.286
H -4.427 1.175 -4.418
H -5.571 3.085 -3.343
H -4.854 3.843 -1.111
H -2.987 2.732 0.026
H -4.222 -2.299 0.450
H -5.307 -3.039 2.471
H -4.002 -4.068 4.305
H -1.557 -4.337 4.040
H -0.436 -3.545 2.046
H 2.523 -4.338 -1.737
H 3.446 -4.701 -3.992
H 3.236 -2.962 -5.720
H 2.109 -0.830 -5.199
H 1.208 -0.422 -2.926
H 0.895 -1.826 2.244
H 2.309 -2.581 4.119
H 4.501 -3.621 3.667
H 5.321 -3.794 1.350
H 3.941 -2.996 -0.518
*
```